1.
Formula: C2H2ClNO
Source: the Open Molecules 2025 dataset
Level of theory: ωB97M-V with the def2-TZVPD basis set

Geometry as ORCA input:
```
! RIJCOSX wB97M-V def2-TZVPD def2/J DEFGRID3
* xyz 0 1
C -0.06853 -1.45800 -0.71565
C 0.34149 -0.71219 0.51201
N 0.51491 -0.23136 -0.81400
O -0.38820 -2.46642 -1.24477
Cl 1.41409 -0.82795 1.78271
H -1.11956 0.37647 1.17173
H 0.22978 0.62741 -1.17965
*
```

Summary:
- HOMO energy (spin up / spin down): -9.59 / -9.60 eV
- LUMO level (spin up / spin down): -0.739 / -0.739 eV
- F_max: 0.0983 hartree/bohr
- E_tot: -667.410184 Ha

Löwdin population analysis, charges in e, atoms 1 to 4:
1. C -0.47
2. C -0.74
3. N 0.12
4. O 0.14

=====

2.
Formula: C55H54Br2N5OPS2TaTe
Source: the Open Molecules 2025 dataset
Level of theory: ωB97M-V with the def2-TZVPD basis set

Geometry as ORCA input:
```
! RIJCOSX wB97M-V def2-TZVPD def2/J DEFGRID3
* xyz 1 1
Ta -0.09147 -0.51020 -0.53307
N -1.74396 3.24690 3.32839
C -3.11659 3.44761 3.58585
C -3.52660 3.99559 4.79120
C -4.87774 4.19676 5.04492
C -5.82653 3.81765 4.11166
C -5.41676 3.24357 2.90991
C -4.06637 3.08852 2.64611
S -3.53806 2.42196 1.09618
N -1.92459 1.99018 1.35209
C -1.25517 2.42005 2.33955
C 0.19964 2.04029 2.46129
C 0.96053 2.49073 3.53201
C 2.30911 2.17417 3.61081
C 2.87454 1.42086 2.61142
C 2.05817 0.99414 1.57896
N 0.74911 1.28077 1.50361
H -1.14275 3.49129 4.08495
H -2.78510 4.27668 5.53526
H -5.18395 4.64296 5.98424
H -6.88241 3.96263 4.30582
H -6.14468 2.92714 2.16975
H 0.53263 3.08721 4.32243
H 2.90422 2.52797 4.44591
H 3.92546 1.15785 2.62193
H 2.45629 0.40093 0.76741
Br -4.14459 3.20673 -5.57501
C -3.27986 2.29294 -4.17868
C -2.84091 2.99309 -3.05840
C -2.18489 2.27603 -2.06664
N -1.97302 0.96633 -2.17685
C -2.38106 0.32355 -3.23630
C -3.05582 0.92714 -4.28326
C -1.96065 -1.10032 -3.17239
C -2.74995 -2.13425 -3.63548
C -2.24014 -3.41866 -3.54366
Br -3.25991 -4.87048 -4.16055
C -0.98695 -3.63284 -2.99734
C -0.29269 -2.53328 -2.52157
N -0.76161 -1.28783 -2.59501
H -2.99062 4.06190 -2.96642
H -1.79895 2.76282 -1.18029
H -3.38156 0.36879 -5.15279
H -3.73917 -1.94881 -4.03168
H -0.56579 -4.62647 -2.94138
H 0.68019 -2.64970 -2.05637
C 2.67577 -2.47527 2.78622
P 0.96489 -2.49475 2.12013
C 0.92458 -4.19138 1.42713
C 0.06534 -2.80402 3.68427
H 2.85737 -3.37657 3.37358
H 2.81016 -1.59613 3.42227
H 3.39870 -2.41654 1.96707
H 1.46262 -4.22360 0.47782
H -0.11831 -4.47109 1.24584
H 1.37514 -4.90081 2.12368
H 0.31690 -3.78372 4.09711
H -1.00821 -2.75878 3.50959
H 0.33016 -2.02746 4.40790
C 1.66420 -0.98856 -1.04438
C 2.99884 -1.40244 -1.46644
C 3.66216 -2.52772 -0.96664
C 4.95639 -2.82909 -1.36553
C 5.62472 -2.01031 -2.26524
C 4.97634 -0.89798 -2.78865
C 3.67797 -0.60615 -2.39876
H 3.14562 -3.16539 -0.25782
H 5.44628 -3.71305 -0.97570
H 6.64444 -2.23586 -2.55348
H 5.48176 -0.27009 -3.51392
H 3.14116 0.23495 -2.81721
O 0.58512 1.83560 -1.62056
S 0.96475 3.15781 -2.21954
C 0.64724 3.03350 -4.02118
C 1.49398 2.04029 -4.75905
C 1.23968 0.67581 -4.62155
C 1.99333 -0.24975 -5.33202
C 3.01577 0.17541 -6.16907
C 3.29483 1.53359 -6.28377
C 2.53652 2.46037 -5.58017
C 2.76824 3.19605 -2.29011
C 3.39371 3.39391 -0.92257
C 2.89208 4.33743 -0.02023
C 3.55959 4.59929 1.17039
C 4.74229 3.93058 1.46700
C 5.22039 2.95928 0.59807
C 4.54006 2.68015 -0.58407
H 0.79867 4.05628 -4.38212
H -0.41226 2.78242 -4.08724
H 0.46824 0.33494 -3.93897
H 1.77976 -1.30872 -5.22200
H 3.59663 -0.54688 -6.73150
H 4.09920 1.87077 -6.92603
H 2.75182 3.51998 -5.68051
H 3.01715 4.04109 -2.94257
H 3.09529 2.27082 -2.75343
H 1.98997 4.89054 -0.26421
H 3.17237 5.34993 1.85230
H 5.29811 4.18001 2.36539
H 6.13905 2.42777 0.82460
H 4.92368 1.92302 -1.26284
C -4.30324 -5.33833 4.60824
C -3.72531 -4.41869 3.55989
C -3.36772 -4.88555 2.30460
C -2.92444 -4.02586 1.29589
C -2.57591 -4.61007 -0.05452
C -2.84084 -2.65342 1.56105
Te -2.66003 -1.26252 -0.04205
C -3.10521 -2.17309 2.85410
C -2.90563 -0.72130 3.22071
C -3.54907 -3.06347 3.82827
H -4.29080 -6.37680 4.27682
H -5.33734 -5.06002 4.82100
H -3.74723 -5.26699 5.54558
H -3.45823 -5.94703 2.08670
H -2.30199 -5.66401 0.04332
H -1.74600 -4.07873 -0.51487
H -3.43503 -4.54961 -0.73124
H -1.92511 -0.37259 2.89032
H -2.97986 -0.58788 4.30336
H -3.66438 -0.08798 2.75026
H -3.77590 -2.68642 4.82279
*
```

Summary:
- HOMO energy: -9.03 eV
- LUMO level: -2.806 eV
- F_max: 0.0865 hartree/bohr
- E_tot: -9087.793868 Ha

Löwdin population analysis, charges in e, atoms 1 to 4:
1. Ta 1.23
2. N 0.12
3. C -0.24
4. C -0.02

=====

3.
Formula: H44O22
Source: the Open Molecules 2025 dataset
Level of theory: ωB97M-V with the def2-TZVPD basis set

Geometry as ORCA input:
```
! RIJCOSX wB97M-V def2-TZVPD def2/J DEFGRID3
* xyz 0 1
O 2.55491 -0.25072 -4.13707
H 2.71593 -0.59355 -5.08350
H 3.18777 -0.78147 -3.66811
O -0.17068 -3.10977 3.60714
H -0.48179 -2.32042 4.16437
H 0.68082 -3.27856 3.97148
O -0.45110 -2.41880 1.02739
H -1.15933 -3.03859 0.95154
H -0.20453 -2.52764 1.94858
O -2.53904 2.70218 -0.32775
H -2.89232 2.46888 -1.17067
H -2.76308 3.61410 -0.12763
O 2.68728 2.49295 -2.76217
H 1.79895 2.72314 -3.08308
H 2.81655 1.57263 -2.94327
O 3.70726 -0.92323 -1.50072
H 3.70186 -0.14028 -0.95000
H 3.87253 -1.65292 -0.86030
O 0.09684 1.26749 -3.26312
H -0.47597 0.47772 -3.10851
H 0.87920 0.65438 -3.40150
O 3.59018 1.76274 -0.14164
H 3.17202 2.36048 -0.87596
H 3.12410 1.76741 0.68344
O -1.30627 -1.11610 -2.97313
H -0.62458 -1.52145 -2.36702
H -1.76995 -1.84986 -3.38342
O 4.81454 -2.42108 1.16058
H 4.13487 -1.82912 1.59023
H 4.40772 -3.34499 1.17872
O -2.91725 1.64007 -2.91224
H -2.04887 1.82103 -3.18039
H -2.92472 0.67233 -2.83098
O -2.80666 -0.14670 0.25363
H -2.50911 -0.88973 -0.33811
H -2.41727 0.71091 -0.03813
O -2.81346 5.22130 0.75668
H -3.04348 5.12742 1.70529
H -2.74286 6.17584 0.51120
O 0.25658 0.70553 1.80115
H 0.36634 1.10326 0.88563
H -0.70298 0.75481 1.97780
O -0.80158 -0.53078 5.11661
H -0.46583 0.23347 4.67383
H -1.76716 -0.60313 5.15479
O 2.02101 -1.22716 2.79825
H 1.48659 -0.47354 2.48622
H 2.15990 -1.07553 3.72071
O -4.26836 1.31422 2.10468
H -4.03123 1.65900 1.24399
H -3.88885 0.43360 1.92258
O 0.87720 -1.92037 -1.39367
H 1.72698 -1.41692 -1.46786
H 0.77370 -2.20439 -0.51011
O 2.32271 -3.90178 2.12580
H 2.14604 -2.96835 2.06112
H 1.79684 -4.22993 1.36944
O -2.85665 3.22447 3.31143
H -3.43423 2.53539 2.91232
H -3.11763 3.31347 4.18986
O 0.17154 2.09998 -0.42439
H -0.25422 2.95611 -0.33414
H 0.06599 1.75499 -1.29889
O -1.18688 -3.95412 -4.48186
H -1.83547 -4.55888 -4.17219
H -0.44140 -4.10143 -3.85495
*
```

Summary:
- HOMO energy: -11.05 eV
- LUMO level: -0.072 eV
- F_max: 0.0565 hartree/bohr
- E_tot: -1681.728655 Ha

Löwdin population analysis, charges in e, atoms 1 to 4:
1. O -0.06
2. H 0.12
3. H 0.01
4. O -0.07

=====

4.
Formula: C13H36Cu4O15
Source: the Open Molecules 2025 dataset
Level of theory: ωB97M-V with the def2-TZVPD basis set

Geometry as ORCA input:
```
! RIJCOSX wB97M-V def2-TZVPD def2/J DEFGRID3
* xyz 2 1
Cu -2.27850 -2.12165 0.59994
Cu -0.83992 -3.57791 -2.00413
Cu 0.43158 1.91668 -1.76874
Cu -2.76669 -0.09345 -2.69303
C -0.37255 -0.59331 -0.83672
O -0.50056 -0.43861 -2.03874
O -0.14123 -1.73262 -0.37519
O -0.75697 0.31900 -0.10163
C -0.41639 2.05338 -4.98392
C 0.79842 1.18731 -4.99676
O 1.28182 0.92020 -3.65172
O -1.50163 1.11926 -4.52975
H -0.85796 2.17530 -5.97298
H -0.20817 3.01691 -4.51877
H 1.46289 1.72841 -5.67042
H 0.56243 0.27299 -5.54121
H 0.91424 0.09328 -3.33128
H -2.23287 1.71285 -4.34389
C 2.45507 2.57028 1.11908
C 1.65437 2.02154 2.29367
O 0.31202 1.81868 2.20139
O 2.17658 1.89436 -0.12026
H 3.46124 2.25320 1.39328
H 2.34395 3.63993 0.94136
H 1.92766 2.60658 3.17182
H 1.95541 1.02873 2.62804
H 0.03834 1.14281 1.57698
H 2.73583 1.11843 -0.03801
C 2.78763 -1.36114 0.91915
C 3.88064 -0.80075 -0.10954
O 4.75255 0.20203 0.27029
O 3.62805 -1.87437 1.94723
H 2.20225 -2.20450 0.55285
H 2.05830 -0.58982 1.16665
H 3.35453 -0.49251 -1.01303
H 4.59944 -1.58043 -0.36158
H 5.39557 -0.26923 0.80511
H 4.08639 -2.67820 1.69152
C -1.56886 4.37900 -1.29796
C -2.31242 3.26369 -0.55320
O -2.40686 2.18694 -1.38394
O -0.18572 4.19795 -1.53093
H -1.61555 5.19900 -0.58137
H -2.10152 4.69941 -2.19335
H -3.15299 3.65091 0.02266
H -1.64197 2.88588 0.21872
H -2.10679 1.43211 -0.87229
H 0.22920 5.02048 -1.80091
C -0.19649 -5.45197 0.37637
C -0.80029 -5.06302 1.79245
O -1.74390 -4.04074 1.79080
O 0.64146 -4.40344 -0.24430
H -1.02665 -5.69720 -0.28606
H 0.51658 -6.27460 0.43025
H 0.05022 -4.84312 2.43773
H -1.22623 -5.95670 2.24853
H -1.92998 -3.83173 2.70911
H 0.23554 -3.56895 0.00156
C -2.98467 -0.72820 4.26825
C -1.96989 -0.00439 3.34279
O -2.56831 0.33521 2.03254
O -3.53360 -1.91019 3.63168
H -3.67302 0.10974 4.37831
H -2.47840 -0.92449 5.21338
H -1.18323 -0.73922 3.17165
H -1.42441 0.79745 3.84039
H -1.88519 0.55638 1.39533
H -4.33999 -1.67961 3.16459
*
```

Summary:
- HOMO energy: -14.08 eV
- LUMO level: -8.402 eV
- F_max: 0.1260 hartree/bohr
- E_tot: -8206.642084 Ha

Löwdin population analysis, charges in e, atoms 1 to 4:
1. Cu 0.61
2. Cu 0.73
3. Cu 0.48
4. Cu 0.69

=====

The highest F_max belongs to which entry? C13H36Cu4O15

=====

E_tot of number 3 (H44O22)? -1681.728655 Ha